C4H18CrN4O6 as an isolated structure in a non-equilibrium geometry. Source: the Open Molecules 2025 dataset; level of theory: ωB97M-V with the def2-TZVPD basis set.

```
! RIJCOSX wB97M-V def2-TZVPD def2/J DEFGRID3
* xyz 0 5
Cr -0.2007 -0.8103 0.5345
C 0.5896 -3.7699 1.5185
O 0.5873 -2.7904 0.5253
H 1.4530 -3.6807 2.1878
H -0.3082 -3.6428 2.1495
H 0.4833 -4.7712 1.0834
C 2.2961 -0.1011 2.3715
O 0.9367 0.0678 2.1613
H 2.6784 0.5154 3.2014
H 2.5172 -1.1408 2.6431
H 2.9888 0.2166 1.5717
C 1.6523 0.7381 -1.7850
O 1.1212 -0.0254 -0.9971
N 2.7761 1.4866 -1.4843
N 1.0625 1.2253 -2.9074
H 3.2354 1.0760 -0.6793
H 3.3322 2.0336 -2.1102
H 0.1480 0.9666 -3.2258
H 1.5277 1.8703 -3.5163
C -2.0003 2.0110 -0.4938
O -1.3193 1.2697 0.2160
N -2.6443 3.0761 0.0327
N -2.3340 1.7446 -1.7858
H -3.0203 3.8004 -0.5479
H -2.3608 3.2188 0.9908
H -1.9782 0.9185 -2.2173
H -2.7834 2.4876 -2.2852
O -1.3354 -1.3999 -1.2241
H -1.7462 -2.2742 -1.2258
H -1.3248 -1.1269 -2.1432
O -1.8907 -1.0852 2.1089
H -2.4244 -0.3924 2.5112
H -1.7147 -1.7116 2.8209
*
```

The HOMO energy (spin up / spin down) comes out at -5.85 / -6.50 eV. Its energy relative to the best compared isomer or geometry (same formula, charge and spin) is 72.74 kJ/mol. Its orbital gap (spin up / spin down) is 5.6 / 6.2 eV. For the calculated total energy, the calculation gives -1878.14920 hartree.

=====

A 4-piece molecular cluster, C4H18N2O4 overall in a non-equilibrium geometry. Source: the Open Molecules 2025 dataset; level of theory: ωB97M-V with the def2-TZVPD basis set.

```
! RIJCOSX wB97M-V def2-TZVPD def2/J DEFGRID3
* xyz 0 1
C 0.6286 0.4123 2.2893
N 0.4864 -0.5597 1.2101
C 0.0715 0.0868 -0.0590
C -1.0872 -0.6680 -0.7344
O -2.3582 -0.1046 -0.4813
C 1.2159 0.2822 -1.0539
N 0.8915 1.4241 -1.8809
H 1.1102 1.3628 2.0417
H 1.0656 -0.0877 3.1435
H -0.3724 0.7040 2.6125
H 1.3389 -1.0823 1.0806
H -0.2710 1.0886 0.1894
H -1.0659 -1.6905 -0.3425
H -0.9530 -0.6194 -1.8091
H -2.6452 -0.2489 0.4367
H 1.3935 -0.6400 -1.6231
H 2.1667 0.4531 -0.5446
H 0.2290 1.2892 -2.6364
H 1.6873 1.9031 -2.2721
H 3.1240 -1.8498 -0.4794
H 2.7142 -2.5396 0.9532
O 2.7926 -2.6089 0.0017
H -2.0168 2.9478 -2.0494
H -2.2684 1.4480 -2.1754
O -1.8971 2.2059 -2.6481
H -1.6760 -0.3080 2.4873
H -1.8962 -1.6681 1.9873
O -2.4085 -0.9325 2.3563
*
```

The SMILES is CN[C@@H](CN)CO.O.O.O. The HOMO energy comes out at -8.90 eV. Its energy relative to the best compared isomer or geometry (same formula, charge and spin) is 78.33 kJ/mol. Its orbital gap is 9.4 eV. For the calculated total energy, the calculation gives -573.63290 hartree.

=====

A 6-piece molecular cluster, C4H18N2O7 overall in a non-equilibrium geometry. Source: the Open Molecules 2025 dataset; level of theory: ωB97M-V with the def2-TZVPD basis set.

```
! RIJCOSX wB97M-V def2-TZVPD def2/J DEFGRID3
* xyz 0 1
O -0.5759 -2.8563 0.1389
C -0.9149 -1.8054 -0.3422
N -1.2216 -0.6793 0.4159
C -1.1753 -0.6047 1.8265
N -1.7939 0.4774 2.3242
O -0.6291 -1.4218 2.5491
C -1.1049 -1.6314 -1.8302
C 0.2383 -1.5031 -2.5331
H -1.4801 0.1662 -0.0726
H -2.2150 1.2037 1.7469
H -1.7972 0.6237 3.3186
H -1.6060 -2.5220 -2.2107
H -1.7564 -0.7776 -2.0132
H 0.1149 -1.4184 -3.6093
H 0.7941 -0.6368 -2.1632
H 0.8765 -2.3674 -2.3471
H 1.8577 -2.8963 1.1988
H 0.9474 -2.0878 2.1356
O 1.8997 -2.2776 1.9385
H 2.1015 0.6104 2.3177
H 2.4324 -0.7116 1.6539
O 2.6053 0.2677 1.5646
H 2.3826 1.1486 0.1541
H 3.1383 2.3087 -0.5507
O 2.3848 1.7216 -0.6565
H 0.7801 2.2496 -1.0630
H -0.0182 2.8247 -2.2702
O -0.1354 2.4506 -1.4037
H -2.7769 3.5945 -0.2459
H -1.3049 3.1700 -0.2915
O -2.0478 3.3803 0.3197
*
```

The SMILES is CCC(=O)NC(N)=O.O.O.O.O.O. The HOMO energy comes out at -9.99 eV. Its energy relative to the best compared isomer or geometry (same formula, charge and spin) is 0.00 kJ/mol. Its orbital gap is 10.4 eV. For the calculated total energy, the calculation gives -799.49497 hartree.

=====

A 4-piece molecular cluster, C4H18N3O3S overall in a non-equilibrium geometry. Source: the Open Molecules 2025 dataset; level of theory: ωB97M-V with the def2-TZVPD basis set.

```
! RIJCOSX wB97M-V def2-TZVPD def2/J DEFGRID3
* xyz -1 1
C -0.9314 0.4314 -1.5998
N 0.0141 -0.6178 -1.9224
C -0.5172 -1.9992 -1.9769
N -0.0912 -2.9345 -0.9766
C -1.3800 0.4903 -0.1109
C -1.3926 1.9070 0.4614
S -0.7694 1.9160 2.2498
N -2.5983 -0.2486 0.1154
H -0.4840 1.3827 -1.8924
H -1.7802 0.2908 -2.2792
H 0.9020 -0.6506 -1.4475
H -1.5986 -1.9348 -1.9648
H -0.2983 -2.3530 -2.9934
H -0.4277 -2.6209 -0.0755
H 0.9092 -3.0580 -0.9381
H -0.5485 -0.0251 0.3698
H -2.3960 2.2872 0.6333
H -0.6454 2.5507 0.0076
H -3.4398 0.2789 -0.1161
H -2.7071 -0.4625 1.1097
H 0.7819 -0.7538 2.4368
H 1.4791 -0.7411 3.8105
O 1.1270 -1.3218 3.1343
H 2.3591 1.1790 2.8204
H 2.7623 0.8656 1.3884
O 3.0946 0.8422 2.2930
H 3.3747 2.3907 -0.7963
H 2.1268 1.4290 -0.9431
O 3.0749 1.4803 -0.7977
*
```

The HOMO energy comes out at -3.17 eV. Its energy relative to the best compared isomer or geometry (same formula, charge and spin) is 0.00 kJ/mol. Its orbital gap is 6.4 eV. For the calculated total energy, the calculation gives -951.39365 hartree.